{"formula": "C73H72Ge2InO2P2S4", "method": "ωB97M-V/def2-TZVPD", "symbols": ["In", "C", "C", "C", "C", "C", "C", "C", "C", "C", "C", "C", "C", "C", "C", "C", "Ge", "S", "S", "Ge", "S", "S", "C", "C", "C", "C", "C", "C", "C", "C", "C", "C", "C", "C", "C", "C", "C", "C", "C", "C", "C", "C", "C", "C", "C", "C", "C", "C", "C", "C", "C", "C", "C", "C", "C", "H", "H", "H", "H", "H", "H", "H", "H", "H", "H", "H", "H", "H", "H", "H", "H", "H", "H", "H", "H", "H", "H", "H", "H", "H", "H", "H", "H", "H", "H", "H", "H", "H", "H", "H", "H", "H", "H", "H", "H", "H", "H", "H", "H", "H", "H", "H", "H", "H", "H", "O", "P", "C", "P", "O", "C", "C", "C", "C", "C", "C", "C", "C", "C", "C", "C", "C", "C", "C", "C", "C", "C", "C", "C", "C", "C", "C", "C", "C", "H", "H", "H", "H", "H", "H", "H", "H", "H", "H", "H", "H", "H", "H", "H", "H", "H", "H", "H", "H", "H", "H"], "xyz": [[-0.577, -0.252, -0.327], [0.360, -5.674, 3.141], [-0.999, -5.061, 2.916], [-1.343, -3.839, 3.485], [-2.598, -3.275, 3.294], [-2.987, -2.018, 4.033], [-3.514, -3.931, 2.459], [-3.213, -5.187, 1.930], [-4.228, -5.984, 1.152], [-1.953, -5.728, 2.162], [-4.856, -3.330, 2.203], [-5.880, -3.617, 3.099], [-7.145, -3.087, 2.923], [-7.400, -2.267, 1.839], [-6.402, -1.962, 0.914], [-5.116, -2.493, 1.098], [-3.611, -1.980, -0.068], [-2.370, -0.590, 1.200], [-3.840, -0.855, -2.006], [-2.199, -2.227, -2.714], [-0.216, -1.174, -2.490], [-2.378, -3.629, -0.970], [-2.290, -2.836, -4.583], [-2.080, -4.169, -4.991], [-2.194, -4.474, -6.348], [-2.475, -3.498, -7.288], [-2.650, -2.188, -6.885], [-2.567, -1.846, -5.540], [-2.825, -0.425, -5.150], [-1.780, 0.493, -5.032], [-0.348, 0.129, -5.335], [-2.081, 1.811, -4.681], [-3.381, 2.231, -4.468], [-3.706, 3.656, -4.098], [-4.410, 1.308, -4.636], [-4.158, -0.007, -4.988], [-5.296, -0.962, -5.230], [-1.658, -5.300, -4.108], [-2.564, -6.290, -3.727], [-4.040, -6.202, -4.026], [-2.087, -7.408, -3.041], [-0.750, -7.552, -2.710], [-0.245, -8.777, -1.989], [0.132, -6.544, -3.086], [-0.294, -5.431, -3.793], [0.717, -4.421, -4.281], [-6.806, -1.068, -0.215], [-6.757, 0.320, -0.076], [-6.150, 0.992, 1.133], [-7.300, 1.117, -1.086], [-7.911, 0.566, -2.199], [-8.563, 1.435, -3.246], [-7.928, -0.822, -2.325], [-7.370, -1.646, -1.364], [-7.389, -3.143, -1.541], [0.993, -5.023, 3.745], [0.866, -5.859, 2.191], [0.272, -6.632, 3.656], [-0.623, -3.323, 4.114], [-2.123, -1.584, 4.536], [-3.746, -2.241, 4.786], [-3.411, -1.266, 3.369], [-5.153, -5.433, 0.993], [-4.472, -6.905, 1.689], [-3.827, -6.261, 0.182], [-1.717, -6.701, 1.741], [-5.669, -4.269, 3.939], [-7.933, -3.311, 3.633], [-8.390, -1.852, 1.687], [-2.036, -5.501, -6.659], [-2.544, -3.758, -8.338], [-2.867, -1.411, -7.610], [-0.208, -0.947, -5.430], [0.320, 0.491, -4.551], [-0.038, 0.590, -6.277], [-1.263, 2.522, -4.593], [-2.808, 4.273, -4.054], [-4.202, 3.704, -3.126], [-4.381, 4.101, -4.831], [-5.436, 1.632, -4.497], [-6.249, -0.457, -5.094], [-5.258, -1.810, -4.543], [-5.260, -1.363, -6.245], [-4.322, -5.239, -4.449], [-4.618, -6.354, -3.110], [-4.338, -6.980, -4.732], [-2.790, -8.189, -2.765], [-1.057, -9.465, -1.756], [0.253, -8.504, -1.057], [0.486, -9.309, -2.601], [1.187, -6.648, -2.848], [1.727, -4.735, -4.021], [0.557, -3.432, -3.848], [0.658, -4.309, -5.366], [-5.701, 0.278, 1.821], [-6.909, 1.555, 1.681], [-5.375, 1.699, 0.827], [-7.271, 2.197, -0.975], [-8.527, 2.487, -2.965], [-9.609, 1.156, -3.384], [-8.071, 1.326, -4.214], [-8.401, -1.271, -3.192], [-7.881, -3.415, -2.475], [-7.911, -3.636, -0.718], [-6.373, -3.549, -1.565], [1.430, 0.733, -0.852], [2.161, 2.038, -0.664], [1.219, 3.124, 0.457], [0.694, 2.209, 1.940], [0.176, 0.846, 1.566], [2.097, 2.105, 3.043], [2.582, 3.259, 3.659], [3.656, 3.172, 4.529], [4.237, 1.935, 4.789], [3.749, 0.787, 4.182], [2.673, 0.868, 3.309], [-0.549, 3.208, 2.751], [-0.806, 4.536, 2.423], [-1.797, 5.233, 3.101], [-2.526, 4.605, 4.101], [-2.272, 3.279, 4.429], [-1.285, 2.578, 3.758], [3.785, 1.782, 0.031], [4.296, 0.487, 0.033], [5.579, 0.255, 0.507], [6.345, 1.311, 0.978], [5.834, 2.605, 0.981], [4.557, 2.845, 0.502], [2.347, 2.982, -2.180], [1.190, 3.380, -2.857], [1.295, 4.137, -4.011], [2.547, 4.486, -4.505], [3.697, 4.071, -3.850], [3.600, 3.322, -2.685], [0.317, 3.417, -0.086], [1.791, 4.016, 0.715], [2.115, 4.221, 3.472], [4.034, 4.064, 5.014], [5.068, 1.868, 5.480], [4.202, -0.173, 4.393], [2.275, -0.019, 2.830], [-0.245, 5.038, 1.643], [-2.001, 6.265, 2.845], [-3.299, 5.153, 4.625], [-2.845, 2.791, 5.207], [-1.090, 1.539, 3.997], [3.683, -0.326, -0.336], [5.980, -0.751, 0.507], [7.349, 1.131, 1.340], [6.433, 3.426, 1.354], [4.170, 3.859, 0.496], [0.211, 3.085, -2.498], [0.401, 4.460, -4.529], [2.624, 5.080, -5.407], [4.672, 4.331, -4.243], [4.499, 2.999, -2.177]], "forces_ev_per_a": [[0.14, -0.14, 0.15], [-0.08, 0.04, -0.03], [0.05, -0.03, 0.02], [-0.03, -0.01, 0.03], [-0.01, 0.05, -0.01], [-0.07, -0.11, 0.04], [-0.02, 0.10, 0.01], [0.06, -0.04, -0.04], [0.00, 0.02, 0.06], [0.01, -0.03, -0.02], [-0.10, 0.25, -0.05], [0.12, -0.02, 0.01], [-0.10, -0.01, 0.07], [-0.06, 0.00, -0.08], [0.14, -0.03, 0.10], [-0.01, 0.02, -0.05], [0.04, 0.06, 0.00], [0.20, 0.04, -0.45], [-0.13, -0.24, 0.12], [0.06, 0.05, 0.12], [-0.17, -0.08, 0.48], [-0.08, -0.12, -0.04], [-0.02, -0.22, 0.09], [-0.02, 0.25, -0.11], [0.04, -0.02, 0.06], [0.02, -0.05, -0.10], [-0.02, 0.10, -0.01], [-0.05, -0.07, 0.10], [0.06, 0.03, -0.13], [0.03, -0.05, 0.01], [-0.02, 0.15, -0.14], [0.07, -0.06, 0.05], [-0.05, 0.10, 0.03], [0.01, -0.07, -0.01], [0.01, 0.00, -0.06], [-0.04, 0.08, -0.11], [0.07, 0.03, 0.03], [-0.03, 0.14, 0.15], [0.01, 0.04, 0.10], [0.04, -0.01, 0.05], [-0.04, 0.02, 0.06], [-0.01, -0.09, 0.06], [-0.04, 0.09, -0.04], [0.05, 0.02, -0.01], [0.04, 0.05, -0.05], [-0.06, -0.01, 0.03], [0.11, 0.07, 0.02], [0.08, -0.06, -0.03], [-0.05, -0.01, -0.07], [-0.01, 0.01, 0.03], [-0.01, 0.07, -0.05], [0.06, -0.06, 0.09], [0.05, 0.01, -0.08], [-0.03, -0.04, 0.03], [0.02, 0.03, -0.01], [0.00, 0.00, -0.01], [-0.01, 0.01, 0.02], [0.01, 0.01, 0.00], [-0.03, -0.02, -0.01], [0.00, 0.00, -0.03], [0.04, -0.02, 0.03], [-0.04, -0.05, 0.11], [0.04, -0.04, -0.02], [0.01, 0.05, -0.04], [0.07, -0.08, -0.19], [0.01, 0.00, -0.01], [-0.01, 0.03, -0.03], [0.03, 0.00, -0.04], [0.04, 0.00, 0.02], [0.00, 0.03, 0.01], [-0.01, 0.00, 0.05], [0.02, -0.03, 0.02], [0.03, 0.03, 0.02], [-0.05, 0.01, -0.12], [-0.04, -0.02, -0.04], [-0.04, -0.01, -0.01], [0.02, -0.01, 0.01], [0.01, 0.00, -0.01], [0.00, 0.00, 0.02], [-0.05, -0.02, 0.01], [-0.08, 0.01, 0.05], [0.00, -0.01, 0.02], [-0.01, 0.00, 0.04], [0.01, 0.00, 0.01], [0.03, 0.02, -0.06], [-0.01, 0.03, 0.00], [0.00, 0.02, 0.02], [0.02, 0.03, 0.00], [-0.02, 0.00, 0.00], [-0.01, -0.01, 0.00], [-0.04, 0.02, -0.02], [-0.02, -0.01, -0.01], [0.00, -0.03, 0.00], [0.02, 0.00, 0.01], [0.02, 0.00, 0.00], [0.01, -0.01, 0.00], [-0.01, -0.03, 0.00], [0.00, -0.04, 0.00], [0.00, -0.01, 0.00], [0.01, 0.01, 0.00], [0.02, -0.01, -0.04], [0.02, 0.00, -0.03], [0.01, 0.01, 0.04], [0.02, 0.00, -0.03], [-0.02, 0.02, 0.01], [-0.30, 0.09, -0.06], [0.12, 0.09, -0.08], [0.04, -0.28, 0.04], [-0.06, 0.16, 0.07], [0.11, -0.07, -0.15], [-0.03, 0.01, 0.07], [0.04, -0.02, -0.01], [0.00, 0.01, -0.02], [-0.01, 0.01, 0.00], [0.01, 0.00, 0.00], [0.05, 0.01, -0.07], [-0.08, -0.04, -0.02], [0.00, 0.00, 0.02], [0.02, 0.01, 0.00], [0.00, 0.00, -0.01], [0.02, -0.01, 0.01], [0.01, 0.01, -0.05], [0.04, 0.01, -0.04], [-0.05, 0.01, 0.03], [0.02, 0.00, 0.01], [-0.01, 0.02, 0.00], [-0.01, 0.02, 0.01], [0.02, -0.05, 0.10], [-0.08, -0.01, 0.04], [0.11, 0.01, -0.03], [-0.05, -0.01, 0.00], [0.03, -0.01, 0.02], [-0.01, 0.01, 0.00], [-0.03, -0.02, 0.00], [-0.01, 0.11, -0.01], [-0.01, 0.02, -0.04], [0.01, -0.04, 0.03], [-0.01, -0.03, -0.01], [-0.01, 0.00, -0.03], [-0.02, 0.02, 0.00], [0.01, 0.01, 0.03], [-0.02, -0.02, 0.01], [0.01, -0.02, 0.01], [0.01, -0.02, -0.01], [0.01, 0.01, -0.03], [-0.04, 0.02, 0.00], [0.03, 0.00, 0.00], [-0.01, 0.03, -0.01], [-0.04, -0.01, 0.01], [-0.01, -0.03, -0.02], [0.01, -0.03, -0.01], [-0.04, 0.01, 0.01], [0.01, -0.03, -0.01], [-0.01, -0.02, 0.02], [-0.03, -0.01, 0.01], [0.00, 0.01, -0.01]], "charge": 1, "lumo_energy_ev": -2.4, "total_energy_ha": -9595.084922, "de_lowest_kj_mol": 0.0, "homo_ev": -10.05}